An isolated ion of composition C8H14NO and charge +1 in a non-equilibrium geometry. Source: the Open Molecules 2025 dataset; level of theory: ωB97M-V with the def2-TZVPD basis set.

Geometry as XYZ:
```
24
Properties=species:S:1:pos:R:3:mulliken_charge:R:1
C -1.0638 -0.1121 -0.7746 0.20
C 1.0849 0.8776 0.0511 0.32
C -0.3692 -1.2237 -0.8850 0.88
C 1.7134 2.1629 0.4301 -1.25
C -0.9759 -2.4597 -1.3258 -1.42
C -2.5684 0.6573 0.9402 -1.06
C 2.8401 -0.6238 0.6859 -0.71
C -2.1604 0.7856 -0.5568 -0.71
N 1.6486 -0.2473 -0.0216 0.11
O 0.9637 -1.2934 -0.5543 -0.16
H 2.0106 2.6664 -0.3686 0.34
H 0.9718 2.8087 0.8710 0.31
H 2.4971 2.0725 1.2551 0.36
H -0.2095 -3.1148 -1.2121 0.45
H -1.7822 -2.5852 -0.6506 0.34
H -1.3272 -2.5902 -2.3345 0.33
H -2.7303 -0.3571 1.2703 0.36
H -3.4193 1.3066 1.0393 0.38
H -1.8098 1.1014 1.5729 0.30
H 2.6149 -1.4027 1.4005 0.33
H 3.6209 -1.0549 -0.0551 0.29
H 3.2662 0.3339 1.1705 0.22
H -1.8912 1.7830 -0.8322 0.32
H -2.9251 0.5089 -1.1157 0.47
```

Calculated values
HOMO	-13.48	eV
charge	+1
orbital gap	8.9	eV

=====

A 2-piece molecular cluster, C8H14NO3P overall in a non-equilibrium geometry. Source: the Open Molecules 2025 dataset; level of theory: ωB97M-V with the def2-TZVPD basis set.

Geometry as XYZ:
```
27
Properties=species:S:1:pos:R:3:mulliken_charge:R:1
C 1.3421 -2.0384 0.7291 0.20
C -0.0315 -2.4330 -1.4320 -0.73
C -1.0547 -2.3356 -0.3580 -0.42
C 0.2652 -1.8147 -0.1643 0.54
C 2.2418 0.8263 -2.0976 -0.70
C -2.1018 0.1601 2.6071 -1.16
C 1.2022 1.9216 -1.9094 -0.41
C -1.8082 1.5553 2.1196 -0.23
N 2.3021 -2.1881 1.3655 -0.49
O 1.3231 2.0245 0.7831 -0.63
O -0.0169 1.4497 -1.2280 -0.31
O -1.3169 1.4699 0.8240 -0.31
P 0.2791 1.1313 0.3111 0.64
H 0.3523 -3.3897 -1.6250 0.32
H -0.0258 -1.8247 -2.3715 0.16
H -1.7870 -1.5020 -0.5448 0.21
H -1.2477 -3.2109 0.2698 0.25
H 3.2522 1.2243 -2.3499 0.33
H 2.3665 0.3831 -1.0035 0.12
H 2.0866 -0.0064 -2.7835 0.26
H -2.4929 0.2699 3.6071 0.37
H -2.6304 -0.4929 2.0027 0.35
H -1.2144 -0.3982 2.5375 0.32
H 1.0331 2.3566 -2.8883 0.38
H 1.7207 2.6402 -1.2318 0.35
H -1.2600 2.1596 2.8234 0.33
H -2.7788 2.0623 2.0076 0.26
```

Calculated values
HOMO (spin up / spin down)	-9.24 / -8.99	eV
orbital gap (spin up / spin down)	7.7 / 7.6	eV

=====

C8H14NO6Pt as an isolated structure in a non-equilibrium geometry. Source: the Open Molecules 2025 dataset; level of theory: ωB97M-V with the def2-TZVPD basis set.

Geometry as XYZ:
```
30
Properties=species:S:1:pos:R:3:mulliken_charge:R:1
Pt 1.2205 -0.9225 -0.4247 1.06
O 2.0147 -4.8163 1.0841 -0.41
C 1.7437 -3.5486 0.9606 0.84
O 1.8938 -2.9418 -0.0893 -0.62
C 1.2430 -2.9104 2.2473 -0.52
O 0.6727 -1.6408 2.0118 -0.49
C -0.7215 -1.5398 2.1223 -0.49
C -1.5191 -1.9239 0.7755 0.69
O -2.6225 -2.3813 0.9189 -0.60
O -0.9047 -1.6511 -0.2804 -0.70
H 2.3407 -5.2206 0.2571 0.40
H 2.1089 -2.7563 2.9085 0.39
H 0.5451 -3.6004 2.7331 0.40
H -0.9323 -0.4784 2.2795 0.30
H -1.1311 -2.1359 2.9401 0.34
C -1.3370 3.6369 -1.5864 -0.87
N -0.1520 2.9161 -1.1746 0.11
C 0.9032 3.6163 -0.4640 -0.87
C -0.0051 1.6178 -1.3799 1.10
C -1.0497 0.8454 -2.1121 -1.40
O 1.0463 1.0611 -0.9438 -0.74
H -1.2377 4.6829 -1.3115 0.29
H -2.2265 3.2374 -1.0960 0.35
H -1.4757 3.5850 -2.6679 0.33
H 0.7692 4.6890 -0.5605 0.34
H 1.8723 3.3316 -0.8760 0.30
H 0.8911 3.3408 0.5924 0.31
H -1.3794 1.3619 -3.0114 0.43
H -1.9267 0.6817 -1.4829 0.35
H -0.6434 -0.1345 -2.3696 0.38
```

Calculated values
HOMO (spin up / spin down)	-12.21 / -12.25	eV
charge	+1
orbital gap (spin up / spin down)	6.4 / 6.3	eV

=====

A single C8H14NP molecule in a non-equilibrium geometry. Source: the Open Molecules 2025 dataset; level of theory: ωB97M-V with the def2-TZVPD basis set.

Geometry as XYZ:
```
24
Properties=species:S:1:pos:R:3:mulliken_charge:R:1
C 1.9931 -1.5641 0.3281 -1.10
N 1.0091 -0.5573 0.5455 0.06
C 1.5032 0.4521 1.3577 -1.30
P -0.4282 -0.1146 -0.4776 0.93
C -0.3789 -1.5429 -1.8334 -1.37
C -0.2027 1.5230 -0.9419 -1.00
C -0.9453 2.5187 -0.4494 -0.11
C -2.2074 2.3811 0.1558 -0.31
C -2.6309 1.1266 0.4795 -0.01
C -1.9250 -0.0274 0.3798 -0.86
H 1.5753 -2.4950 0.0978 0.36
H 2.8180 -1.2679 -0.4034 0.27
H 2.5376 -1.6258 1.3509 0.40
H 2.4914 0.6495 1.0895 0.46
H 1.0140 1.3910 1.3298 0.40
H 1.4082 0.1048 2.3715 0.34
H -0.8028 -2.3662 -1.4458 0.44
H -0.8852 -1.2318 -2.6455 0.46
H 0.7005 -1.7435 -2.0999 0.33
H 0.5380 1.6895 -1.6560 0.48
H -0.7112 3.5579 -0.6698 0.33
H -2.9186 3.2171 0.5660 0.21
H -3.5661 0.9900 0.9936 0.29
H -2.5653 -0.9039 0.6152 0.29
```

Calculated values
HOMO	-7.13	eV
orbital gap	8.0	eV

=====

A single C8H14O molecule in a non-equilibrium geometry. Source: the Open Molecules 2025 dataset; level of theory: ωB97M-V with the def2-TZVPD basis set.

Geometry as XYZ:
```
23
Properties=species:S:1:pos:R:3:mulliken_charge:R:1
C -2.4216 0.2104 0.3824 -0.74
C -1.3966 -0.4041 0.9179 -0.61
C -0.0383 0.1220 0.9302 1.78
C 0.0129 1.6538 0.9995 -1.73
C 0.6685 -0.3682 2.1563 -0.54
O 0.1702 -1.1075 2.9342 -0.46
C 0.7751 -0.3908 -0.3274 0.65
C 1.0630 -1.8626 -0.5429 -1.73
C 0.3896 0.3259 -1.6148 -1.21
H -3.4972 -0.1230 0.4804 0.28
H -2.3666 1.1168 -0.3980 0.15
H -1.5047 -1.3814 1.4613 0.32
H 0.8079 2.1326 1.5055 0.44
H -0.7682 1.9302 1.7484 0.45
H -0.2478 2.0772 -0.0520 0.30
H 1.6645 0.0422 2.3893 0.39
H 1.9043 0.0198 -0.2420 0.20
H 0.0938 -2.3254 -0.5270 0.42
H 1.5694 -2.3228 0.3055 0.35
H 1.5988 -2.1045 -1.4641 0.46
H -0.6435 0.6519 -1.5381 0.23
H 1.0061 1.1316 -1.9745 0.28
H 0.4684 -0.4442 -2.5057 0.32
```

Calculated values
HOMO	-9.76	eV
orbital gap	10.6	eV

=====

A single C8H14O molecule in a non-equilibrium geometry. Source: the Open Molecules 2025 dataset; level of theory: ωB97M-V with the def2-TZVPD basis set.

Geometry as XYZ:
```
23
Properties=species:S:1:pos:R:3:mulliken_charge:R:1
C 3.3939 -0.2390 0.6384 -0.82
C 2.4437 0.2080 -0.1666 -0.32
C 0.9798 0.5800 0.3799 0.01
C 0.1201 1.4120 -0.5384 -1.01
C -0.1390 -0.0466 -0.3290 0.97
C -0.0364 -1.0929 -1.4001 -1.56
C -1.3851 -0.3185 0.7639 0.05
C -2.7242 -0.1160 0.0621 -1.31
O -1.2660 0.4764 1.9193 -0.51
H 3.2070 -0.4111 1.6892 0.26
H 4.4057 -0.4131 0.3014 0.27
H 2.6509 0.3678 -1.2191 0.25
H 0.9914 0.7192 1.4503 0.41
H 0.5492 1.7312 -1.4779 0.31
H -0.5639 2.1244 -0.0996 0.26
H 0.7474 -0.8347 -2.1071 0.38
H -0.9721 -1.1725 -1.9518 0.36
H 0.1937 -2.0642 -0.9633 0.33
H -1.2781 -1.3730 1.0637 0.24
H -3.5477 -0.2881 0.7584 0.41
H -2.7999 0.9055 -0.3090 0.33
H -2.8385 -0.8062 -0.7689 0.37
H -2.1319 0.6513 2.3041 0.33
```

Calculated values
HOMO	-9.10	eV
orbital gap	10.0	eV

=====

A single C8H14O4S molecule. Source: the Open Molecules 2025 dataset; level of theory: ωB97M-V with the def2-TZVPD basis set.

Geometry as XYZ:
```
27
Properties=species:S:1:pos:R:3:mulliken_charge:R:1
O -0.2228 0.4980 -3.4971 -0.58
C 0.5143 1.0249 -2.7043 0.51
O 1.8405 0.9131 -2.7609 -0.45
C 0.0718 1.8894 -1.5476 -0.51
C -1.0232 1.2074 -0.7251 -1.23
C -0.5781 -0.1163 -0.0743 1.01
C 0.6692 0.0444 0.7955 -0.96
C 0.8583 -1.0923 1.8005 -1.07
C -0.1766 -1.1057 2.9150 -0.60
S -0.1552 0.4872 3.8376 -0.24
C -0.3579 -1.1531 -1.1591 -0.03
O 0.7071 -1.5855 -1.5150 -0.55
O -1.5143 -1.5486 -1.6930 -0.47
H 2.1085 0.3047 -3.4677 0.37
H 0.9402 2.1321 -0.9377 0.32
H -0.3323 2.8150 -1.9657 0.38
H -1.8777 1.0048 -1.3736 0.47
H -1.3417 1.8891 0.0660 0.39
H -1.4239 -0.4673 0.5244 0.35
H 0.6120 0.9883 1.3398 0.50
H 1.5451 0.0691 0.1455 0.37
H 1.8481 -0.9920 2.2505 0.36
H 0.8224 -2.0528 1.2800 0.35
H -1.1874 -1.2448 2.5313 0.37
H 0.0487 -1.8953 3.6308 0.43
H -1.0349 0.1114 4.7618 0.12
H -1.3604 -2.1252 -2.4574 0.39
```

Calculated values
HOMO	-9.16	eV
orbital gap	9.9	eV

=====

C8H15BN2 as an isolated structure in a non-equilibrium geometry. Source: the Open Molecules 2025 dataset; level of theory: ωB97M-V with the def2-TZVPD basis set.

Geometry as XYZ:
```
26
Properties=species:S:1:pos:R:3:mulliken_charge:R:1
B -0.6999 -0.1809 0.1123 0.32
C 1.2914 0.3678 -2.9717 -1.00
C 0.0219 0.3381 -2.3117 -0.62
C 2.2528 0.1845 -2.0052 -0.06
C 0.2996 0.0685 -0.9729 -0.11
C -1.0995 -2.2132 0.3783 -1.32
C 2.4401 -0.4409 0.2290 -1.15
C -1.8860 0.1727 2.1918 -1.08
C -1.1763 2.0445 0.9187 -1.14
N 1.6042 -0.0570 -0.8410 0.30
N -1.2437 0.6077 1.0459 0.04
H 1.5271 0.7788 -3.8890 0.43
H -0.8796 0.3902 -2.7374 0.62
H 3.3883 0.0995 -2.0423 0.34
H -0.9673 -2.4639 1.4693 0.29
H -0.5501 -2.7181 -0.3141 0.45
H -2.1844 -2.4095 0.1329 0.31
H 2.8501 0.3953 0.7633 0.29
H 1.9763 -1.1141 0.9454 0.37
H 3.1628 -1.1100 -0.1174 0.49
H -2.6185 0.9064 2.3952 0.39
H -2.5595 -0.7030 2.0255 0.38
H -1.3214 -0.1204 3.0311 0.32
H -0.9763 2.5080 1.8395 0.40
H -0.4679 2.3440 0.1523 0.39
H -2.1841 2.3251 0.5722 0.35
```

Calculated values
HOMO	-7.63	eV
orbital gap	8.3	eV

=====

A single C8H15BO2 molecule in a non-equilibrium geometry. Source: the Open Molecules 2025 dataset; level of theory: ωB97M-V with the def2-TZVPD basis set.

Geometry as XYZ:
```
26
Properties=species:S:1:pos:R:3:mulliken_charge:R:1
C 0.8659 -2.6401 0.3107 -0.94
C 0.9238 -1.4345 -0.2265 -0.26
C 0.5882 -0.1918 0.5295 -0.18
B -1.1461 0.1026 0.1445 0.68
O -1.9047 -0.9097 -0.4729 -0.50
C -3.3646 -0.6019 -0.3962 -0.27
C -3.3125 0.6988 0.5246 -0.47
O -1.9894 1.0267 0.7758 -0.47
C 1.4336 1.1246 0.1641 0.42
C 1.4689 1.4674 -1.3426 -1.42
C 2.8034 0.8304 0.6649 -1.25
H 1.2076 -3.4652 -0.4550 0.19
H 0.6271 -2.8932 1.2813 0.38
H 1.3035 -1.3048 -1.1886 0.37
H 0.7414 -0.3183 1.6831 0.22
H -3.7529 -1.3539 0.2377 0.23
H -3.8283 -0.6283 -1.4471 0.26
H -3.8796 1.4624 0.0995 0.33
H -3.7455 0.4523 1.4715 0.30
H 0.9802 1.9174 0.7445 0.40
H 2.0580 0.8583 -2.0437 0.31
H 1.9110 2.5158 -1.2877 0.41
H 0.4170 1.4822 -1.8617 0.28
H 2.8930 -0.2898 0.3754 0.30
H 3.1005 0.8616 1.7167 0.35
H 3.6007 1.2309 -0.0018 0.34
```

Calculated values
HOMO	-8.97	eV
orbital gap	9.7	eV

=====

An isolated ion of composition C8H15Br2N2S and charge +1 in a non-equilibrium geometry. Source: the Open Molecules 2025 dataset; level of theory: ωB97M-V with the def2-TZVPD basis set.

Geometry as XYZ:
```
28
Properties=species:S:1:pos:R:3:mulliken_charge:R:1
Br 5.0550 -0.7459 0.3694 -0.12
C 3.6537 0.3299 -0.5440 -0.48
C 2.5584 -0.6437 -0.9192 -0.01
C 1.9616 -1.0469 0.4565 -0.96
N 0.9668 -0.0152 0.8063 -0.22
C 0.4155 0.7384 -0.3598 -0.09
Br 0.8063 2.7615 0.1711 -0.08
N -1.0556 0.6188 -0.3325 -0.13
C -1.7547 0.8684 0.9900 -0.81
C -3.0882 0.0960 0.9055 -0.44
C -3.0829 -0.4602 -0.5126 -0.70
C -1.6080 -0.7133 -0.7763 -0.87
S 1.1383 0.1234 -1.8563 -0.13
H 3.1195 1.0957 0.0651 0.32
H 4.2293 0.8396 -1.4180 0.37
H 2.7566 -1.6085 -1.3803 0.40
H 1.3752 -2.1027 0.3915 0.16
H 2.6668 -1.2067 1.1773 0.55
H 1.1791 0.4456 1.6867 0.36
H -1.2749 1.1876 -1.1204 0.48
H -1.7702 1.8572 1.2059 0.66
H -1.1917 0.5275 1.7564 0.37
H -3.9115 0.8936 1.2081 0.30
H -3.2530 -0.5649 1.7461 0.37
H -3.8046 -1.2257 -0.4528 0.42
H -3.5351 0.1926 -1.3236 0.30
H -1.2842 -1.4338 -0.1886 0.36
H -1.2676 -0.8082 -1.7513 0.61
```

Calculated values
HOMO	-13.14	eV
charge	+1
orbital gap	9.5	eV

=====

Relative energy (zero: lowest compared OMol25 entry of this formula, charge and spin) for every record listed, in sequence, given in kcal/mol: 158.6 84.7 44.2 31.7 44.6 31.9 2.8 30.4 59.8 21.8.